Arrangement i

Molecular formula: C6H18N3
Method: DFT, wB97M-V/def2-TZVPD

Computed properties:
* 2S+1: 1
* LUMO energy: -0.1332 hartree
* charge: +1

Element x y z (Å)
N: -1.15469 -1.26638 -0.18812
N: -0.45559 -1.18494 2.08396
N: -2.60086 -0.30755 1.58570
C: -1.56526 -0.67105 -1.50259
C: 1.61385 -0.24914 -1.47312
C: -1.43170 -0.77475 1.12521
C: 1.31599 1.02585 -0.60683
C: 2.28340 0.93609 0.58634
C: 1.54391 2.32145 -1.43364
H: 2.67730 -0.08408 0.88184
H: 0.93542 2.49739 -2.30259
H: 2.62614 -0.15362 -1.70202
H: 0.24724 0.94282 -0.35890
H: -2.64695 0.26732 2.35573
H: -0.65490 -0.14803 -1.97156
H: 0.15481 -2.04547 1.78809
H: 1.83497 1.36273 1.49727
H: 3.24720 1.57013 0.36731
H: 2.63133 2.27730 -1.69326
H: -2.05644 -1.43997 -2.00497
H: -3.40669 -0.24853 0.94942
H: -0.19006 -1.72938 -0.19300
H: 1.03770 -0.47170 -2.43095
H: 1.60522 3.18610 -0.65064
H: -2.22387 0.09593 -1.27855
H: 1.57232 -1.16225 -0.90115
H: -0.47389 -0.93542 3.10483

In elementary charge units, the Mulliken charges are: -0.24 -0.41 -0.35 -0.77 -1.74 0.67 1.19 -1.37 -1.42 0.33 0.36 0.51 0.06 0.24 0.10 0.27 0.34 0.34 0.34 0.36 0.26 0.21 0.37 0.35 0.39 0.39 0.23

***

Arrangement ii

Molecular formula: C6H18N3
Method: DFT, wB97M-V/def2-TZVPD

Computed properties:
* 2S+1: 1
* LUMO energy: -0.1222 hartree
* charge: +1

Element x y z (Å)
N: -0.71511 1.14469 -1.62178
N: 0.98998 2.23483 -0.49576
N: 1.29277 0.03335 -1.35485
C: 0.55715 1.14215 -1.19123
C: 2.05557 1.27074 1.51787
C: -0.96172 -2.69859 -0.48265
C: -2.16523 -1.55904 1.35861
C: -2.05845 -1.64565 -0.16015
C: 2.02972 2.55213 0.62097
H: -1.04698 -2.89212 -1.57735
H: -2.91904 -2.03017 -0.71322
H: -3.06806 -0.82003 1.46235
H: 2.18649 -0.14426 -0.93094
H: -2.58574 -2.37955 1.97992
H: 3.06318 0.72828 1.67640
H: 1.75017 1.77901 2.42253
H: 1.08464 -0.91024 -1.57040
H: 1.35761 0.47802 1.30737
H: -0.93078 0.76405 -2.61648
H: -1.25616 -1.22312 1.94135
H: 0.75633 3.17352 -0.91336
H: -1.48278 1.51748 -1.10691
H: 0.02710 -2.29012 -0.02375
H: -1.14676 -3.71638 -0.25611
H: 3.19974 2.50047 0.37143
H: 1.80777 3.64812 0.95990
H: -1.82142 -0.65756 -0.60373

In elementary charge units, the Mulliken charges are: -0.43 -0.23 -0.33 0.39 -0.94 -1.07 -1.02 0.30 -0.26 0.30 0.37 0.28 0.27 0.36 0.33 0.32 0.24 0.16 0.26 0.22 0.29 0.26 0.14 0.41 0.21 0.40 -0.25

***

In terms of stability, arrangement i leads; the second structure lies 110.2 kJ/mol higher.

***

Arrangement i

Molecular formula: C2H3NS2
Method: DFT, wB97M-V/def2-TZVPD

Computed properties:
* 2S+1: 1
* LUMO energy: -0.0047 hartree

Element x y z (Å)
S: -1.09875 0.46679 0.32584
S: 1.59023 -0.12494 -0.12360
N: -0.64857 -1.98801 -0.91328
C: -0.36070 -0.92168 -0.43657
C: 0.47554 1.24213 0.63538
H: 0.84676 1.36935 1.59952
H: -1.55943 -2.28609 -1.17547
H: 0.75493 2.24246 0.08818

In elementary charge units, the Mulliken charges are: -0.09 -0.20 -0.46 0.33 -0.47 0.34 0.27 0.29

***

Arrangement ii

Molecular formula: C2H3NS2
Method: DFT, wB97M-V/def2-TZVPD

Computed properties:
* 2S+1: 1
* structure (SMILES): [H]/N=C\C(=S)S
* LUMO energy: -0.0305 hartree

Element x y z (Å)
S: 1.62478 -1.32110 -0.00451
S: 1.22101 1.66419 0.12329
N: -2.08669 0.18867 -0.18402
C: 0.68512 0.13115 0.13416
C: -0.90713 0.01902 0.37809
H: -2.03931 0.55676 -1.09576
H: 2.65142 -0.89910 -0.64897
H: -1.14919 -0.33959 1.29773

In elementary charge units, the Mulliken charges are: -0.14 -0.18 -0.51 0.17 -0.13 0.23 0.15 0.41

***

Arrangement iii

Molecular formula: C2H3NS2
Method: DFT, wB97M-V/def2-TZVPD

Computed properties:
* 2S+1: 1
* LUMO energy: 0.0257 hartree

Element x y z (Å)
S: -1.48493 -0.20179 -0.34719
S: 1.33511 -0.20308 -0.36067
N: -0.84054 1.29623 -0.12920
C: 0.43871 1.33502 -0.06873
C: -0.09100 -1.13931 0.09481
H: -0.23980 -2.07826 -0.44589
H: -0.06683 -1.29819 1.19457
H: 0.94929 2.28939 0.06230

In elementary charge units, the Mulliken charges are: 0.02 -0.11 -0.34 -0.08 -0.49 0.32 0.30 0.37

***

In terms of stability, arrangement iii leads; the second structure lies 92.6 kJ/mol higher.

***

Arrangement i

Molecular formula: C38H109N5O14
Method: DFT, wB97M-V/def2-TZVPD

Computed properties:
* 2S+1: 1
* LUMO energy: 0.0162 hartree

Element x y z (Å)
O: -0.82838 4.99959 -0.24579
O: -1.75081 -0.86044 3.48805
O: 0.53217 0.90100 -0.13663
O: 0.77332 5.10319 1.75157
O: 5.06774 -0.25662 -0.59026
O: -5.88505 -0.37759 0.88458
O: 3.07889 -3.33296 3.27704
O: 0.44219 0.49355 2.40384
O: -4.32298 -1.53362 -3.05232
O: 1.84453 -1.70243 -5.62704
O: -3.06928 3.55665 -4.92435
O: -2.21745 -3.97155 0.58868
O: 0.29376 2.99422 -1.89960
O: 3.15472 -5.35906 -0.84026
N: 6.71602 -0.68232 -3.03316
N: -4.12207 0.72722 3.15587
N: 3.87516 6.10380 0.02455
N: 4.90056 -4.50699 6.39447
N: -3.76426 -4.22650 -2.76563
C: -0.40686 0.08681 -0.80445
C: 4.68402 -5.84122 4.37851
C: 3.37320 3.91071 0.77727
C: 1.12802 -1.24951 -4.52203
C: 2.41454 2.94150 -2.90797
C: 1.24695 -5.10952 0.57475
C: -1.57447 -1.15179 4.83658
C: -2.91927 5.52046 -1.20381
C: 0.25265 -0.14644 -5.11130
C: -2.06216 5.71930 0.01846
C: -6.47573 -2.22871 -3.79087
C: 1.10293 3.75799 -2.73468
C: -3.21736 -3.91775 -0.44156
C: -2.66907 -4.31816 -1.78476
C: 1.90025 -4.71181 -0.75998
C: 3.31203 -3.62306 4.69962
C: 7.05848 1.76057 -3.09207
C: 0.13104 5.34870 3.00536
C: 4.63138 -4.38247 4.98176
C: -4.20118 1.21502 1.80822
C: 2.09820 -2.31542 3.17938
C: -0.97439 -0.98919 0.14670
C: -2.49467 2.62325 -4.07039
C: -3.58584 1.51421 -3.77236
C: 0.44025 1.88052 4.47279
C: 3.69427 -0.47156 -0.22741
C: -1.46253 -3.42866 -2.26656
C: -2.90599 1.95563 1.66208
C: 0.89713 1.66383 2.97888
C: 1.89658 5.92919 1.53295
C: 6.66037 0.54359 -2.29665
C: -4.52159 0.12874 0.77370
C: -2.65451 -2.04620 5.34426
C: -5.21064 -1.49922 -4.17649
C: -2.52825 -3.64842 1.90237
C: 5.28535 0.74584 -1.60344
C: 2.76501 5.25138 0.39599
C: -6.23688 -1.26311 -0.16098
H: 0.81220 1.03908 5.05737
H: 2.63929 -2.07062 -5.23411
H: 7.41249 0.48084 -1.51022
H: 7.44788 -0.49245 -3.70281
H: 1.49540 6.86663 1.14777
H: 5.26469 1.73572 -1.14758
H: -2.90951 -4.53073 2.41644
H: -1.57056 2.23159 -4.49552
H: 1.90220 -4.82470 1.39793
H: 3.12463 3.44564 -3.56350
H: -4.71834 -1.98032 -5.02165
H: -7.18533 -2.34249 -4.61039
H: -4.01208 -4.57562 -0.08982
H: -2.59741 -3.04086 4.90211
H: 3.79665 -6.46711 4.47311
H: 0.54890 -1.98012 -3.95731
H: -0.16527 -0.39682 -6.08637
H: -5.71066 -2.21274 -0.06398
H: 7.25430 2.67649 -2.53453
H: -0.41339 3.50291 -1.49612
H: -0.55446 -1.47212 5.04887
H: 3.14503 -0.93685 -1.04590
H: -0.23692 5.11218 0.50195
H: -0.98836 -0.35976 3.18873
H: -4.45237 -4.94746 -2.60185
H: 2.27970 -1.44893 3.81527
H: -2.31329 -5.34445 -1.69392
H: 2.29157 1.91941 -3.26618
H: 3.64131 -5.16254 -1.64413
H: 4.34718 6.37076 0.87662
H: 3.53896 -1.15365 0.60849
H: 7.98778 1.60825 -3.64099
H: -1.18473 0.63507 -1.33590
H: -2.50068 4.31315 -5.08555
H: 1.90548 -0.90850 -3.83839
H: -0.98075 -3.84086 -3.15318
H: -3.81826 6.13307 -1.13587
H: -0.15903 6.39819 3.05543
H: -6.24527 -3.22887 -3.42388
H: 0.80916 0.78974 -5.15563
H: 0.80871 5.17505 3.84125
H: -1.77815 6.75760 0.18986
H: 0.87856 2.80120 4.85795
H: 2.44987 -4.17894 5.06811
H: 0.51068 3.85816 -3.64424
H: -3.87108 -0.74214 0.85441
H: -5.45598 -0.50856 -4.55923
H: -1.64624 -1.67114 -0.37451
H: -5.06165 1.88291 1.76801
H: -7.29844 -1.48837 -0.05871
H: 3.49038 6.99815 -0.24413
H: 1.95149 -1.99038 2.14937
H: -4.40748 1.92663 -3.18678
H: -2.65256 2.59074 2.51091
H: -4.02327 -2.42851 -2.87642
H: 4.49168 0.78125 -2.34973
H: 3.33272 -2.72489 5.31683
H: -2.07448 1.25506 1.58523
H: 0.50419 1.71067 -0.65166
H: -0.65777 0.01945 -4.53535
H: -1.64445 -0.16970 5.30424
H: 5.38536 -3.71436 4.56555
H: 5.61559 -6.36603 4.59027
H: -3.25718 4.50140 -1.39206
H: 2.18481 5.03585 -0.50125
H: -3.69248 -2.94454 -0.56489
H: 4.73703 -5.70659 3.29816
H: -3.13140 0.66805 -3.25700
H: 0.75902 2.49170 2.28342
H: -1.76160 -2.41389 -2.52903
H: -4.41438 0.61554 -0.19565
H: -0.65056 -3.32368 -1.54699
H: -0.77510 4.75299 3.11553
H: 1.28791 4.76757 -2.36774
H: -2.64616 5.27215 0.82289
H: 4.01767 4.06121 1.64336
H: 3.17261 0.44851 0.03612
H: -3.24683 0.28299 3.39400
H: -0.63886 1.88372 4.62643
H: -1.47991 -0.53088 0.99670
H: 0.52692 0.50184 1.44762
H: 2.06237 -3.63402 -0.77360
H: 0.12761 -0.39975 -1.62035
H: 4.06840 -4.89069 6.81920
H: 2.84210 2.88198 -1.90710
H: 1.97904 1.54717 3.04178
H: -3.31039 -2.89122 1.95729
H: 0.26590 -4.68681 0.79147
H: 2.48715 6.20190 2.40756
H: -3.65925 -1.69681 5.10650
H: 5.72515 -5.02186 6.66845
H: 1.00540 -6.16963 0.49782
H: -1.59946 -3.29736 2.35205
H: -3.42623 -4.59146 -3.64463
H: -2.86500 2.48262 0.70882
H: -6.04143 -0.74957 -1.10235
H: -2.63850 -2.18668 6.42505
H: -0.26256 -1.69727 0.57098
H: 4.14019 3.61508 0.06144
H: -4.05060 1.11078 -4.67199
H: -2.32736 5.85778 -2.05467
H: 2.63089 3.11449 0.83311
H: -4.77547 -0.04286 3.16792
H: 1.22468 -4.91489 -1.59092
H: -7.05768 -1.77014 -2.99140
H: 6.22256 1.98244 -3.75547
H: 1.14152 -2.64935 3.58106
H: 6.00627 -0.52301 -3.73386
H: -2.27189 3.11749 -3.12477

Atom charges from the Mulliken analysis, given in e for atoms 1 to 99: -0.44 0.44 1.00 0.03 -0.45 -0.52 -0.24 0.93 -0.04 -0.61 -0.62 -0.26 0.34 -0.58 -0.64 -0.83 -0.78 -0.69 -0.63 -0.06 -1.30 -1.66 0.93 -0.56 -0.59 -0.07 -1.27 -0.73 -0.18 -1.07 -0.65 -0.02 -0.23 0.36 -0.86 -1.47 -0.90 0.47 0.39 -0.52 1.78 0.59 -1.05 -1.50 -0.15 -1.07 -0.63 0.46 -1.13 0.31 0.24 -1.45 -0.30 -0.73 0.45 2.22 -0.28 0.35 0.37 0.26 0.30 0.43 -0.22 0.42 0.10 0.06 0.60 0.33 0.41 0.66 0.29 0.30 -0.19 0.48 0.10 0.35 -0.19 0.34 0.07 0.31 -0.12 0.29 0.54 0.55 -0.09 0.31 0.31 0.12 0.43 0.23 0.33 -0.32 0.70 0.49 0.35 0.14 0.24 0.28 0.40

***

Arrangement ii

Molecular formula: C38H109N5O14
Method: DFT, wB97M-V/def2-TZVPD

Computed properties:
* 2S+1: 1
* LUMO energy: 0.0123 hartree

Element x y z (Å)
O: -4.52271 -4.26160 -11.18732
O: 7.20315 3.85302 -1.05058
O: 7.27606 6.25173 -7.45807
O: -10.89149 3.79641 -1.72022
O: 2.27473 10.62628 -1.80699
O: -0.40179 1.12594 1.20059
O: 4.28911 -4.50304 -3.50708
O: 7.30154 -8.92202 4.22842
O: 7.04158 -2.81577 -7.98320
O: -3.47632 -3.94444 10.06189
O: -5.36692 -5.63066 0.85924
O: -0.61220 3.70916 -8.43003
O: -1.70701 4.29470 9.54571
O: 9.09363 0.17224 8.89688
N: -8.17574 -6.65286 0.85456
N: 7.21289 -5.79485 2.14254
N: 0.88012 4.30947 10.73667
N: 1.21261 1.57732 -2.05169
N: -14.23155 3.18134 -3.22310
C: 3.21158 -5.31321 -3.75042
C: -1.34171 3.47617 10.63031
C: -0.98966 0.77830 -1.75641
C: 5.57983 -6.72842 3.61620
C: -0.04668 0.65495 2.52805
C: -2.59058 4.89668 -7.92814
C: -3.02831 -4.68247 8.92987
C: 7.48350 -10.25399 3.84046
C: -13.12012 3.86551 -2.54207
C: 7.33893 4.30623 0.25093
C: 7.69931 -8.00008 3.12150
C: -11.92804 2.97650 -2.24876
C: 8.24592 1.25746 8.60659
C: -5.33692 -3.48486 -9.12508
C: -13.79595 4.49445 -1.33758
C: -6.40359 -5.03367 1.68716
C: 5.83054 -1.14610 -9.04515
C: 0.12427 3.07318 10.74238
C: 6.80947 6.57336 -9.81117
C: -1.53577 -4.88887 9.18486
C: 6.24492 6.22889 -8.42850
C: -9.60643 3.20003 -1.86142
C: -5.35073 -4.63377 -10.11626
C: 2.12000 9.22395 -2.01530
C: 3.64277 -6.74042 -3.61615
C: -4.04189 -5.18455 1.16007
C: 7.21810 0.78654 7.69810
C: 0.37453 2.17390 12.02208
C: 0.11418 1.60082 -1.13859
C: -3.02960 4.84734 9.52492
C: -8.88289 -4.33497 1.25937
C: 8.67676 3.78049 0.83713
C: -1.35486 4.86223 -8.77603
C: 7.20277 -1.50246 -8.46498
C: -7.71559 -5.25506 0.87835
C: 0.59368 1.03794 0.16505
C: 7.05267 -6.65344 3.29882
C: 1.09892 9.01798 -3.13504
H: -8.38149 -6.85281 1.82297
H: -2.83278 5.77246 10.06670
H: 7.09597 -10.86817 4.65329
H: 8.92199 4.35389 1.73110
H: 7.50514 -6.13455 4.14388
H: 0.93453 7.96009 -3.33988
H: -13.03319 4.76845 -0.60874
H: -14.34735 5.38714 -1.63283
H: -9.71479 2.21717 -1.40279
H: 4.96065 -7.21382 2.86182
H: -3.31746 4.98390 8.48252
H: 3.87250 -7.08605 -2.60825
H: 5.29206 -7.26525 4.52014
H: 6.64555 0.07617 8.29448
H: -3.16715 3.97405 -7.99471
H: -0.61312 -0.22333 -1.96389
H: 5.16335 -5.72494 3.70385
H: -3.97424 -4.92204 2.21582
H: 1.56516 0.63673 -2.15703
H: 1.41625 1.85728 12.07395
H: -3.30477 -4.05911 8.07953
H: 6.27204 3.66262 -1.18622
H: -12.76649 4.63873 -3.22411
H: -0.24537 -0.40375 2.69465
H: 8.83289 1.97525 8.03357
H: -12.11276 2.03846 -1.72525
H: -8.46037 -3.33291 1.18556
H: -9.25719 3.14997 -2.89274
H: 7.59097 -0.80988 -7.71816
H: -3.31595 -5.91432 0.80153
H: 3.09211 8.82362 -2.30311
H: -8.84673 3.72422 -1.28160
H: 4.45958 -6.94192 -4.30920
H: 5.70376 -1.74079 -9.94979
H: 6.81745 -4.87324 2.26243
H: 4.89859 -4.61763 -4.23988
H: 7.43175 -8.39166 2.14008
H: 5.67864 5.30239 -8.33358
H: -6.10770 -3.65385 -8.37312
H: -6.26973 -4.00353 2.01729
H: -5.68285 -2.57502 -9.61559
H: -7.47140 -5.00355 -0.15374
H: -7.39905 -7.24402 0.59499
H: 2.85696 -7.37956 -4.01876
H: -2.40486 4.90963 -6.85416
H: 6.55831 1.55837 7.30180
H: 0.31732 4.92949 10.17192
H: 8.51796 -10.58928 3.76599
H: 6.09690 6.38412 -10.61400
H: -1.35677 -5.55468 10.02911
H: -0.74485 5.72767 -8.51719
H: -1.85876 0.55658 -1.13706
H: 2.35116 -5.08041 -3.12306
H: 7.72735 6.01276 -9.98815
H: -1.91985 2.55595 10.54635
H: 9.47527 3.88621 0.10276
H: -1.59609 4.88730 -9.83871
H: -11.49146 2.57859 -3.16482
H: 7.85386 1.71856 9.51310
H: -4.77055 -4.88405 -11.87487
H: -1.55836 4.02117 11.54908
H: 6.99300 -10.52920 2.90676
H: -3.87692 -4.26419 0.59988
H: 8.71207 2.72966 1.12456
H: -14.93683 3.89973 -3.30431
H: 8.78717 -7.93505 3.14306
H: 1.35350 1.79214 0.36985
H: 1.05394 0.05182 0.10305
H: 0.14378 2.65737 12.97135
H: 6.55060 -6.12493 1.45514
H: 1.87523 8.69826 -1.09236
H: -9.30112 -4.47127 2.25668
H: -6.46636 -5.66645 2.57246
H: -4.37811 -3.31491 -8.63528
H: 0.81557 1.83432 -2.94411
H: -4.24938 -3.39512 9.91277
H: 7.27545 -3.42662 -8.68588
H: 0.12337 9.49095 -3.02230
H: 0.97372 0.94567 2.77780
H: 7.92945 -1.43236 -9.27437
H: 8.54873 -0.39623 9.44599
H: 5.48871 6.97191 -8.17516
H: -14.02042 2.86605 -4.15911
H: -9.68104 -4.42759 0.52284
H: -1.38278 1.20416 -2.67955
H: 7.69823 0.31790 6.83905
H: -0.26998 1.29596 11.97830
H: 7.00064 7.64474 -9.87202
H: -1.19244 -5.43941 8.30900
H: 5.07497 -1.36398 -8.29033
H: -0.82811 3.04254 -9.08623
H: -3.22081 5.72384 -8.25481
H: -6.32610 -4.88546 -10.53268
H: -14.55086 3.88434 -0.84163
H: 1.45000 10.95029 -1.43762
H: 0.71863 4.78602 11.61241
H: 7.37608 5.39475 0.29380
H: 5.76326 -0.08878 -9.30137
H: 1.57348 9.41179 -4.03382
H: 2.95239 -5.10376 -4.78824
H: -0.13070 2.64808 -0.96140
H: -3.57876 -5.61725 8.82364
H: 6.54672 3.99333 0.93107
H: 0.31344 2.39219 9.91259
H: -0.59242 1.25970 3.25230
H: -1.04547 -3.91598 9.21948
H: -4.87516 -5.46245 -9.59164
H: -3.75559 4.25148 10.07808
H: 7.02223 5.78802 -6.65673

Atom charges from the Mulliken analysis, given in e for atoms 1 to 99: -0.51 -0.51 -0.53 -0.32 -0.51 -0.33 -0.52 -0.31 -0.52 -0.53 -0.34 -0.51 -0.38 -0.50 -0.71 -0.75 -0.75 -0.70 -0.76 -0.25 -0.76 -1.36 -1.49 -0.73 -0.93 -0.19 -0.74 0.74 -0.15 -0.76 -0.79 -0.27 -1.07 -1.41 -0.58 -0.87 0.49 -0.97 -0.96 -0.20 -0.74 -0.17 -0.27 -0.93 -0.71 -0.92 -1.36 0.42 -0.70 -1.37 -1.05 -0.23 -0.28 0.39 -0.64 0.61 -0.90 0.27 0.29 0.26 0.32 0.23 0.30 0.34 0.35 0.31 0.35 0.22 0.24 0.34 0.30 0.28 0.33 0.40 0.32 0.27 0.35 0.28 0.31 0.16 0.26 0.27 0.37 0.36 0.29 0.30 0.23 0.25 0.26 0.30 0.26 0.29 0.31 0.33 0.31 0.35 0.41 0.29 0.27

***

In terms of stability, arrangement i leads; the second structure lies 293.3 kJ/mol higher.